Here is C12H19AuCl2N3O as an isolated structure at a distorted geometry from the OMol25 dataset. Energies are from ωB97M-V with the def2-TZVPD basis set.

## Properties
- Kohn-Sham gap (spin up / spin down): 4.5 / 5.7 eV
- Largest force on an atom: 0.06316 Eh/bohr
- Total energy: -48005.5317 eV
- Net charge: -1
- HOMO (spin up / spin down): -1.866 / -2.973 eV
- Spin multiplicity: 3

Each line ends with the natural charge from an NBO analysis.
Geometry (Å):
Au: 0.6538 0.1235 -0.3426  1.0602
Cl: -0.5638 -1.8139 -0.8230  -0.6820
Cl: 1.1843 2.3398 0.3520  -0.7726
C: 2.6173 -0.1580 -1.8148  -0.5624
H: 3.1384 0.3735 -1.0329  0.2230
H: 3.0615 -1.0593 -2.2216  0.1934
C: -1.2153 0.6416 -1.0098  -0.4235
C: 1.5567 0.4133 -2.5255  -0.2140
H: -1.9142 0.6798 -0.1619  0.1514
C: 1.0077 -0.3714 -3.6827  -0.4641
H: 1.3205 1.4637 -2.4382  0.2253
C: -0.2575 0.1530 -4.3597  -0.3800
H: 1.7944 -0.4426 -4.4544  0.1976
H: 0.8223 -1.3984 -3.3366  0.2371
C: -1.4980 0.0310 -3.4742  -0.4134
H: -0.1314 1.1986 -4.6681  0.1805
H: -0.4219 -0.4031 -5.2998  0.1880
C: -1.5527 1.1192 -2.3458  -0.5430
H: -2.3946 0.1217 -4.0967  0.1808
H: -1.5362 -0.9811 -3.0463  0.2392
H: -0.9040 2.0112 -2.5716  0.1920
H: -2.6241 1.4614 -2.2583  0.1837
C: 1.0402 -2.2604 4.5858  -0.3930
N: 0.3526 -1.1957 3.8630  -0.4196
C: -0.5174 -0.3951 4.5234  0.0983
C: -1.1892 0.5967 3.8811  -0.3832
C: -0.9115 0.7379 2.4984  0.4732
N: -0.1335 -0.0895 1.8293  -0.5906
C: 0.6891 -0.9997 2.4962  0.7780
O: 1.6523 -1.5651 1.9908  -0.6046
N: -1.4787 1.8163 1.8515  -0.7981
H: 0.7392 -2.2186 5.6312  0.1857
H: 2.1287 -2.1438 4.5364  0.2221
H: 0.7586 -3.2445 4.1974  0.2142
H: -0.6099 -0.6027 5.5950  0.1990
H: -1.8259 1.3070 4.3757  0.2143
H: -2.0056 2.4046 2.4945  0.3601
H: -0.8323 2.3493 1.2631  0.4472

Forces on the atoms, in the same order (eV/Å):
Au 0.685 -0.016 -1.525
Cl -0.630 -3.179 -0.216
Cl 0.798 1.862 0.431
C -0.731 1.230 -1.181
H 0.273 0.196 -0.175
H -0.247 -0.317 0.472
C -1.274 0.964 0.961
C 2.082 -0.978 0.768
H 0.085 -0.002 -0.802
C -0.089 -0.328 -0.537
H -0.046 0.117 0.093
C -0.214 -0.130 -0.069
H -0.064 0.066 0.223
H 0.006 0.204 -0.058
C 0.060 0.374 -0.115
H 0.078 0.015 0.082
H 0.118 0.011 0.297
C -1.152 0.251 -0.077
H 0.036 0.171 -0.059
H 0.058 0.415 0.096
H -0.566 -0.574 -0.322
H 0.825 0.102 -0.458
C 0.163 -0.066 0.067
N 0.468 -0.607 0.156
C -0.441 0.288 -0.027
C 0.480 -0.812 0.713
C 0.202 0.355 -1.014
N 0.705 -0.268 1.984
C -0.268 0.626 -0.434
O -1.242 0.355 0.899
N -0.152 -0.081 1.022
H -0.029 0.040 0.023
H -0.274 -0.020 -0.188
H 0.146 0.212 -0.112
H -0.055 0.171 -0.447
H -0.103 -0.053 0.282
H 0.275 -0.179 -0.346
H 0.035 -0.415 -0.407

---

Here is a 16-piece molecular cluster, C16H64N32O16 overall at a distorted geometry from the OMol25 dataset. Energies are from ωB97M-V with the def2-TZVPD basis set.

## Properties
- Kohn-Sham gap: 8.5 eV
- Largest force on an atom: 0.12449 Eh/bohr
- Total energy: -98089.7676 eV
- HOMO: -8.628 eV

Each line ends with the Löwdin charge.
Geometry (Å):
C: 1.4549 4.5511 0.8096  -0.7396
O: 0.3878 4.9915 0.4323  0.0093
N: 1.6858 3.2887 1.1046  0.1861
N: 2.5564 5.2818 0.9523  0.1684
H: 0.9239 2.6528 0.9287  0.0795
H: 2.6206 2.9685 1.3170  0.0420
H: 3.4463 4.9037 1.2350  0.0988
H: 2.5121 6.2348 0.6276  0.1096
C: 4.4214 -0.9344 -2.1770  -0.7643
O: 4.9072 -2.0382 -1.9252  -0.0074
N: 4.8350 -0.1575 -3.1004  0.1758
N: 3.4029 -0.3163 -1.5567  0.1911
H: 4.3853 0.7407 -3.2003  0.0829
H: 5.8099 -0.2040 -3.3551  0.1253
H: 3.0257 -0.6798 -0.6943  0.0602
H: 3.1053 0.5532 -1.9700  0.0523
C: 1.8743 2.8997 -2.8931  -0.7030
O: 2.9531 2.3891 -2.6525  0.0083
N: 0.8069 2.6795 -2.1432  0.1967
N: 1.6992 4.0056 -3.6232  0.1750
H: 0.8629 1.8872 -1.5220  0.0926
H: -0.0525 3.1726 -2.3221  0.1036
H: 2.4382 4.2789 -4.2513  0.1126
H: 0.8562 4.5552 -3.6291  0.1104
C: 0.3368 0.3902 -5.2398  -0.7210
O: 0.0959 1.3467 -6.0160  -0.0357
N: 1.5789 0.0016 -5.0258  0.1663
N: -0.5320 -0.2300 -4.4516  0.1844
H: 1.7930 -0.5243 -4.1917  0.0710
H: 2.3032 0.4325 -5.5772  0.1121
H: -1.5218 -0.1539 -4.6422  0.0620
H: -0.1324 -0.9763 -3.9012  0.0499
C: -4.0737 -0.1949 -0.7481  -0.6836
O: -3.0511 0.5007 -0.6013  -0.0528
N: -4.0308 -1.3801 -1.2952  0.2137
N: -5.3085 0.1310 -0.3989  0.1882
H: -3.1690 -1.7685 -1.6446  0.1235
H: -4.8688 -1.9232 -1.4248  0.1261
H: -5.4342 1.0111 0.0774  0.0972
H: -6.0138 -0.5845 -0.3348  0.1223
C: 0.3816 -0.3593 0.2456  -0.6681
O: 1.5216 -0.7670 0.3670  -0.0183
N: -0.4081 -0.6186 -0.8339  0.2022
N: -0.2924 0.3782 1.1292  0.1868
H: -1.3692 -0.3077 -0.8684  0.0499
H: 0.1356 -1.0765 -1.5533  0.0618
H: 0.0537 0.5557 2.0671  0.0490
H: -1.2730 0.5823 1.0065  0.0608
C: -3.5428 1.1671 -4.2025  -0.7478
O: -3.3717 -0.0393 -4.1961  0.0032
N: -4.3444 1.7715 -5.0260  0.1819
N: -2.9298 1.9897 -3.3623  0.1922
H: -4.4323 2.7663 -4.8842  0.1077
H: -5.1327 1.4098 -5.5376  0.1219
H: -2.6065 1.4974 -2.5417  0.0809
H: -3.1842 2.9624 -3.2969  0.1027
C: 1.5870 -3.2267 -3.5139  -0.6782
O: 0.9686 -2.3028 -2.9711  -0.0440
N: 1.0566 -4.0952 -4.3941  0.1694
N: 2.8716 -3.4752 -3.3398  0.2140
H: 0.0630 -4.1373 -4.5582  0.1094
H: 1.5820 -4.8328 -4.8342  0.1045
H: 3.3530 -2.7834 -2.7804  0.0640
H: 3.3730 -4.2418 -3.7556  0.1247
C: -1.9150 2.8181 3.4094  -0.6852
O: -2.2425 1.9224 2.6442  -0.0145
N: -2.4596 4.0195 3.4377  0.1958
N: -0.8407 2.6984 4.1976  0.1810
H: -3.3143 4.2260 2.9463  0.1257
H: -2.0445 4.6489 4.1052  0.1111
H: -0.4908 3.4710 4.7400  0.1175
H: -0.3549 1.8144 4.1234  0.0450
C: -3.2683 4.0657 -0.6115  -0.7725
O: -3.4529 5.1549 -1.1475  0.0014
N: -4.1952 3.1218 -0.6221  0.1576
N: -2.1529 3.8222 0.0330  0.1925
H: -3.9455 2.1397 -0.5746  0.0320
H: -5.0371 3.3838 -1.1113  0.1114
H: -1.8730 2.9419 0.4373  0.0767
H: -1.4389 4.5405 0.0162  0.0689
C: 2.3362 -3.4698 2.7646  -0.7206
O: 2.5391 -4.5706 3.2395  0.0502
N: 1.2804 -2.7068 3.1179  0.1312
N: 2.8135 -2.9316 1.6645  0.1710
H: 0.7399 -2.9981 3.9206  0.1009
H: 1.0878 -1.7212 3.0021  0.0549
H: 3.3102 -3.6087 1.1011  0.1197
H: 2.4520 -2.0209 1.4233  0.0462
C: -4.1982 -0.6331 3.9342  -0.7474
O: -4.9113 -1.1425 4.7909  0.0190
N: -4.6431 0.0062 2.8552  0.1647
N: -2.8934 -0.7677 3.8874  0.1615
H: -3.9294 0.6195 2.4859  0.0611
H: -5.6253 0.1351 2.6777  0.1071
H: -2.5305 -1.2955 4.6665  0.1121
H: -2.2802 -0.1630 3.3616  0.0633
C: 1.0740 -5.1178 -0.7038  -0.7657
O: 2.2486 -5.3866 -0.4333  0.0145
N: 0.2479 -5.9849 -1.1534  0.1768
N: 0.4744 -3.9707 -0.3816  0.1840
H: -0.6919 -5.7646 -1.4414  0.1167
H: 0.6571 -6.8740 -1.3978  0.1221
H: 1.1418 -3.3463 0.0524  0.0737
H: -0.0528 -3.5907 -1.1548  0.0857
C: 0.9182 0.0721 4.9324  -0.6707
O: 0.6931 0.2524 3.7237  -0.0283
N: 0.1206 0.4297 5.9147  0.1812
N: 2.0146 -0.4969 5.4445  0.1807
H: 0.3911 0.1040 6.8277  0.1216
H: -0.7965 0.7643 5.6596  0.1049
H: 2.2797 -0.4856 6.4156  0.1168
H: 2.7009 -0.8872 4.8171  0.1106
C: 4.9105 1.2358 1.6560  -0.6901
O: 4.2110 2.2406 1.5523  0.0072
N: 4.4759 0.0161 1.9741  0.1775
N: 6.1955 1.2095 1.2843  0.1700
H: 5.0506 -0.8026 1.8623  0.1089
H: 3.4676 0.0666 2.0232  0.0911
H: 6.5762 0.2787 1.3235  0.1032
H: 6.6614 2.0727 1.0577  0.1180
C: -2.2649 -3.8278 1.6948  -0.7688
O: -3.2067 -4.0625 0.9718  0.0177
N: -1.6330 -4.7572 2.4494  0.1632
N: -1.6023 -2.7142 1.7659  0.1724
H: -0.9675 -4.4857 3.1525  0.0840
H: -1.9953 -5.6826 2.2820  0.1084
H: -0.7620 -2.6770 2.3164  0.0596
H: -2.0103 -1.9473 1.2544  0.0939

Forces on the atoms, in the same order (eV/Å):
C 0.283 -0.380 -0.238
O -1.153 0.810 -0.362
N -0.814 -2.004 0.478
N 1.445 2.440 0.037
H 0.283 -0.190 0.162
H -0.150 -0.501 -0.068
H -0.205 -0.068 -0.153
H 0.114 -0.153 0.146
C -1.245 -1.277 3.103
O -0.018 -0.279 0.515
N 2.977 2.939 -4.846
N -0.711 -1.146 1.172
H 0.349 0.170 -0.080
H -0.261 -0.221 -0.326
H -0.387 0.109 -0.474
H -0.353 0.375 0.687
C -0.178 2.094 1.602
O 1.338 -1.425 -0.914
N -1.456 -1.486 0.958
N 0.931 1.180 -2.052
H -0.456 0.176 -0.021
H -0.072 -0.459 0.249
H -0.174 -0.008 0.107
H 0.080 -0.332 -0.058
C -0.889 3.241 -1.366
O -0.296 -1.470 0.531
N 2.765 -0.826 0.114
N -1.030 -0.469 0.380
H 0.311 -0.072 -0.237
H -0.072 -0.006 0.341
H 0.038 -0.141 0.328
H -0.621 -0.307 -0.018
C 1.020 -0.530 -0.167
O -0.211 0.502 0.286
N 0.603 -2.354 -1.062
N -1.422 1.762 0.880
H -0.123 0.139 0.054
H 0.288 -0.041 -0.041
H -0.281 -0.263 0.119
H 0.013 0.310 0.092
C -2.697 0.050 -0.956
O 1.169 -0.233 0.771
N 1.860 -0.651 -0.182
N -0.184 1.200 1.968
H 0.077 0.102 -0.388
H -0.677 -0.150 -0.552
H 0.100 -0.200 -0.456
H 0.078 0.014 -0.206
C 0.289 -1.600 0.530
O 0.052 -1.338 0.225
N -2.756 3.019 -2.555
N 1.346 0.594 1.566
H -0.082 -0.062 -0.222
H 0.592 -0.783 0.103
H 0.321 0.450 0.111
H 0.060 -0.148 0.271
C 0.182 -0.607 -0.637
O -0.268 -0.066 -0.027
N -2.004 -0.846 -0.998
N 1.099 1.114 0.915
H 0.142 0.301 0.116
H 0.113 0.250 0.253
H 0.678 -0.591 0.200
H -0.116 0.209 0.176
C 0.789 0.039 -0.846
O -0.782 -1.140 -0.530
N -0.854 1.332 0.475
N 0.584 -0.628 0.973
H 0.253 0.071 0.012
H -0.650 0.427 -0.331
H 0.167 -0.325 -0.076
H 0.391 0.524 -0.264
C 0.110 1.965 -0.673
O -0.396 0.543 -0.410
N -2.361 -1.870 0.030
N 2.430 -0.456 0.982
H 0.320 0.370 0.025
H 0.174 -0.122 -0.091
H -0.452 -0.017 0.045
H 0.113 -0.148 0.053
C -1.547 -1.169 -0.272
O 0.578 0.182 0.306
N -3.506 1.114 3.275
N 2.744 -0.331 -1.074
H 0.529 -0.403 0.241
H 0.845 0.144 -0.756
H 0.204 0.648 -0.673
H 0.223 -0.295 -0.995
C -2.563 -1.040 0.762
O 0.083 -0.018 0.078
N -0.522 1.275 -1.589
N 3.310 -0.697 1.425
H -0.635 0.387 -0.654
H 0.248 0.198 0.354
H 0.251 0.177 -0.163
H -0.109 -0.041 -0.021
C 3.315 0.795 2.273
O -0.136 0.147 -0.155
N -2.377 -4.098 -2.546
N -0.194 2.280 0.407
H 0.129 -0.106 0.258
H -0.335 0.055 -0.153
H -0.265 0.437 -0.323
H -0.091 0.522 0.326
C 0.964 -0.248 -0.466
O 0.198 -0.370 0.838
N -1.819 0.780 0.842
N 2.156 -1.052 -0.937
H -0.837 0.290 0.083
H -0.079 -0.038 0.694
H -0.293 0.075 -0.152
H -0.056 0.125 -0.011
C 0.522 0.834 -1.607
O -0.003 0.018 0.772
N -1.690 0.142 0.998
N 0.716 0.088 0.224
H -0.688 -0.148 -0.021
H -0.033 -1.185 0.007
H 1.059 0.689 -0.357
H 0.229 -0.461 -0.066
C 0.783 -1.922 0.144
O -1.207 -0.146 -0.710
N -0.851 -1.535 0.165
N 0.242 3.495 -0.424
H -0.050 -0.673 -0.156
H 0.481 -0.108 0.725
H 0.089 0.503 -0.480
H 0.519 0.252 0.309

---

Here is C25H19Co2N2O6 as an isolated structure at a distorted geometry from the OMol25 dataset. Energies are from ωB97M-V with the def2-TZVPD basis set.

## Properties
- Kohn-Sham gap: 6.5 eV
- Largest force on an atom: 0.08117 Eh/bohr
- Total energy: -116750.2046 eV
- Net charge: -1
- HOMO: -4.109 eV

Each line ends with the natural charge from an NBO analysis.
Geometry (Å):
C: 4.3941 3.8552 2.8202  -0.2311
C: 3.1996 4.2029 2.1723  -0.1965
C: 2.1739 3.2616 2.0578  -0.2406
C: 2.3454 1.9737 2.5782  0.0702
C: 1.2447 0.9478 2.4787  -0.2499
N: 1.6451 -0.2381 1.7225  -0.4484
C: 1.5994 -1.5700 2.3300  -0.2227
C: 1.6540 -2.4797 1.1129  -0.2570
N: 1.5550 -1.5875 -0.0636  -0.4749
C: 1.6031 -0.3495 0.3512  0.4348
C: 1.6277 0.8693 -0.5117  -0.1181
C: 0.4335 1.4669 -0.9262  -0.1326
C: 0.4678 2.5852 -1.7622  -0.2288
C: 1.6993 3.0839 -2.2029  -0.2143
C: 2.8958 2.4831 -1.7885  -0.2216
C: 2.8666 1.3658 -0.9497  -0.1734
C: 3.5379 1.6234 3.2194  -0.2372
C: 4.5672 2.5628 3.3383  -0.2122
H: 5.1928 4.5955 2.9249  0.2086
H: 3.0595 5.2112 1.7703  0.2112
H: 1.2405 3.5149 1.5464  0.2222
H: 0.9637 0.6002 3.4866  0.2140
H: 0.3592 1.3985 2.0073  0.2084
H: 2.4630 -1.7129 2.9959  0.1823
H: 0.6692 -1.7044 2.9016  0.1877
H: 2.6120 -3.0251 1.1018  0.1892
H: 0.8071 -3.1838 1.1099  0.2089
H: -0.5193 1.0411 -0.6137  0.2429
H: -0.4713 3.0465 -2.0840  0.2180
H: 1.7221 3.9256 -2.8937  0.2079
H: 3.8565 2.8683 -2.1415  0.2093
H: 3.7888 0.8750 -0.6257  0.2188
H: 3.6561 0.6131 3.6224  0.2109
H: 5.4967 2.2861 3.8445  0.2092
O: -6.0518 0.5093 0.0321  -0.5697
C: -5.8965 -0.5019 -0.5215  0.5160
Co: -5.5044 -1.9451 -1.4263  0.0114
C: -5.2693 -3.1257 -0.1562  0.4248
O: -5.1159 -3.8946 0.6974  -0.5583
C: -6.8126 -2.4669 -2.4976  0.4093
O: -7.6763 -2.7844 -3.2048  -0.5567
C: -3.7804 -1.3343 -2.3221  -0.5575
C: -2.6711 -1.2899 -1.4901  -0.0921
C: -1.9611 -0.7041 -0.5154  -0.5906
Co: -2.7064 -2.7831 -2.4771  -0.0785
C: -2.1391 -4.0379 -1.3048  0.5256
O: -1.7867 -5.0396 -0.8595  -0.5261
C: -1.2407 -2.5728 -3.5159  0.5827
O: -0.3685 -2.5258 -4.2639  -0.5191
C: -3.7097 -3.8188 -3.5217  0.5370
O: -4.3708 -4.4453 -4.2280  -0.5332
H: -4.0040 -0.6522 -3.1548  0.2049
H: -1.0666 -1.2178 -0.1479  0.1959
H: -2.2748 0.2244 -0.0518  0.1791

Forces on the atoms, in the same order (eV/Å):
C -0.153 -0.075 -0.070
C 0.182 -0.155 0.247
C 0.268 -0.171 0.106
C 0.049 0.247 0.161
C -0.145 -0.319 -0.356
N 0.213 0.605 0.789
C -0.090 0.508 0.360
C -0.238 0.125 -0.426
N 0.601 1.406 -0.255
C -0.374 -2.327 0.116
C 0.149 -0.183 -0.356
C 0.217 0.188 0.101
C 0.299 -0.060 -0.016
C -0.068 -0.220 0.173
C -0.124 -0.147 -0.010
C -0.421 0.204 0.063
C 0.204 0.465 -0.119
C -0.264 0.036 -0.098
H -0.275 -0.273 -0.060
H 0.106 -0.385 0.132
H 0.311 -0.090 0.151
H 0.023 0.174 -0.359
H 0.100 -0.030 0.232
H -0.281 0.016 0.006
H 0.188 0.098 0.006
H -0.429 0.020 -0.273
H 0.459 0.040 -0.137
H 0.340 0.147 -0.158
H 0.384 -0.180 0.078
H 0.040 -0.118 0.201
H -0.347 -0.105 0.113
H -0.318 0.193 -0.133
H -0.019 0.332 -0.148
H -0.308 0.157 -0.192
O -0.260 -1.384 -0.381
C 1.099 1.396 -0.369
Co 1.378 -1.208 -0.329
C 0.299 -1.357 2.028
O -0.169 0.748 -0.869
C -1.184 0.084 -1.763
O 0.785 0.204 0.949
C -1.952 3.674 0.335
C 0.303 2.757 1.167
C -0.199 -0.865 -0.475
Co 0.415 -4.045 -0.432
C 0.404 -1.747 0.118
O -0.300 1.262 0.021
C -0.052 0.172 -0.786
O -0.714 0.001 0.944
C -0.830 -0.662 -1.352
O 0.665 0.585 0.804
H 0.400 -0.111 0.466
H -0.254 0.351 0.011
H -0.114 0.021 0.042